1.
66
Properties=species:S:1:pos:R:3:forces:R:3 method="wB97M-V/def2-TZVPD" e_tot_ev=-70557.837 lumo_energy_ev="-1.7 / -1.8" de_lowest_kj_mol=0.0
Ir -0.185227 -0.213704 0.160518 1.44 0.28 0.81
I 2.717056 -2.558528 5.049052 0.06 -0.01 0.06
Si -1.082181 2.368956 2.095907 0.07 0.01 -0.09
Si -1.189122 2.486690 -1.117328 -0.01 0.15 -0.01
Si 1.569729 2.096668 0.347427 -0.38 0.50 0.06
O 1.790785 0.459589 -0.079869 0.31 0.15 -0.06
O -1.413090 -2.643955 -2.760846 -0.11 0.07 -0.10
O -6.983519 -1.081218 0.304882 0.11 -0.04 -0.03
O -6.493453 -2.155739 -1.637843 0.08 0.05 0.06
O -0.140142 -1.363020 -1.457808 0.02 -0.72 0.11
N -2.041999 -1.005494 0.272955 -0.91 0.76 -0.16
N -0.114341 -2.695518 1.964176 0.07 -0.07 -0.12
N 0.660150 -1.727682 1.448825 -0.71 -0.22 -0.35
C -0.452637 4.037470 2.680859 0.05 0.07 0.00
C -1.300916 -1.905804 -1.821561 0.20 0.11 0.06
C 2.525233 2.443379 1.905235 0.12 -0.21 0.08
C -0.264423 1.896013 0.453397 -0.68 -0.34 -0.05
C -3.010798 2.074519 -1.132924 -0.07 -0.08 0.02
C -0.453948 1.787064 -2.702256 0.07 -0.03 -0.01
C -4.741145 -1.423934 -0.266290 0.18 0.08 0.06
C 1.644589 -1.544794 2.320962 0.15 0.04 -0.15
C -2.941126 2.557001 2.050302 -0.09 0.00 -0.04
C 1.504321 -2.420733 3.401653 -0.08 -0.01 -0.09
C -3.766827 -1.760105 -1.203867 -0.02 -0.23 -0.03
C -1.080006 4.356925 -1.252665 0.00 0.05 0.05
C 2.933514 -0.203253 -0.625455 -0.09 -0.11 -0.12
C -2.977677 -0.729245 1.201569 0.20 -0.24 -0.05
C -0.660739 1.133639 3.460422 0.00 -0.05 -0.01
C -2.444354 -1.543289 -0.909261 0.34 -0.02 0.22
C -4.316547 -0.931589 0.963203 -0.11 -0.10 0.03
C 2.289656 3.239184 -0.924712 0.23 -0.15 -0.14
C -6.252359 -1.574148 -0.570452 -0.29 -0.06 -0.05
C 0.362003 -3.144441 3.134645 0.01 0.00 0.03
H -3.357271 2.164167 -2.166003 0.00 0.01 0.01
H -0.179341 0.732571 -2.651877 -0.04 -0.02 0.01
H -0.932837 0.106576 3.204391 0.01 0.00 0.02
H 3.201568 0.245546 -1.581446 -0.01 0.00 0.00
H -0.545257 4.799047 1.902625 -0.01 -0.01 0.02
H -1.383121 4.850736 -0.325921 -0.03 0.00 -0.03
H -1.204709 1.886335 -3.490679 0.01 0.02 -0.01
H -3.593343 2.771798 -0.532345 -0.01 0.00 -0.04
H 2.468342 3.504735 2.148995 0.03 0.00 -0.02
H -0.129084 -3.926607 3.688180 0.00 0.00 -0.02
H -3.259590 1.067289 -0.799430 0.00 0.00 -0.03
H -1.758827 4.692386 -2.041724 0.01 0.00 0.01
H 3.381483 3.164264 -0.911110 -0.01 0.04 0.00
H 2.403497 -0.802221 2.138510 -0.04 0.03 0.05
H -3.478979 1.764868 1.536320 -0.02 0.00 0.03
H -0.928989 -2.999267 1.452808 -0.03 0.02 0.02
H -3.224117 3.498918 1.574873 0.03 0.01 0.03
H -5.070427 -0.689793 1.701612 0.00 0.01 -0.01
H 0.584715 4.016983 3.012159 -0.01 0.01 0.03
H 1.954079 3.044412 -1.940499 -0.01 0.03 0.01
H 2.680431 -1.249447 -0.780192 -0.02 0.01 -0.01
H -4.058378 -2.195803 -2.150605 -0.02 0.01 0.00
H -1.201985 1.399410 4.372780 0.02 0.00 0.00
H 3.582371 2.212095 1.738165 -0.01 0.01 0.00
H -0.079591 4.706919 -1.510579 0.00 0.00 0.01
H -1.060249 4.359544 3.531131 0.00 0.01 -0.01
H 3.770410 -0.122653 0.070127 0.00 0.01 0.00
H -3.300056 2.593668 3.083050 0.01 0.02 0.00
H 0.404052 1.126050 3.702873 -0.01 0.03 0.00
H 0.428176 2.337569 -3.030244 -0.03 0.01 -0.04
H -2.613792 -0.343306 2.142210 -0.01 0.11 -0.04
H 2.033082 4.270540 -0.673805 0.01 -0.01 0.04
H 2.189691 1.878158 2.774817 0.00 0.01 -0.01

***

2.
14
Properties=species:S:1:pos:R:3:forces:R:3 method="wB97M-V/def2-TZVPD" e_tot_ev=-6347.677 lumo_energy_ev=1.2 de_lowest_kj_mol=299.8
C -0.280306 0.834157 -0.920566 0.16 -1.08 0.07
C 1.062821 0.951889 -0.175112 -0.03 -0.18 -0.16
C 1.247277 -0.282336 0.681612 -0.02 -0.17 0.00
C -1.414960 0.511690 0.005965 -0.37 -0.05 0.18
C 0.313368 -1.218270 0.504704 0.07 0.16 0.29
C -0.805945 -0.796854 -0.358754 -0.30 -0.26 0.82
H -1.460311 -1.533630 -0.835507 0.47 0.31 -0.27
H 1.074805 1.867731 0.442848 -0.21 -0.24 -0.20
H 1.895860 1.066974 -0.880304 -0.13 -0.06 0.09
H -1.314446 0.707466 1.070808 0.11 0.34 -0.16
H 2.065198 -0.374430 1.389450 -0.05 -0.03 -0.08
H 0.309396 -2.189388 0.985766 0.05 0.07 0.01
H -0.284864 -0.258283 -1.526457 0.26 1.27 -0.68
H -2.407894 0.713283 -0.384452 -0.02 -0.07 0.10

***

3.
43
Properties=species:S:1:pos:R:3:forces:R:3 method="wB97M-V/def2-TZVPD" e_tot_ev=-98140.465 lumo_energy_ev=0.6 smiles="COC(=O)CN[C@H](c1ccccc1)c1cc(Br)ccc1NC(C)=O" de_lowest_kj_mol=147.0
Br 0.584626 -2.244083 -3.159165 0.02 0.13 0.12
O 2.178718 -0.493970 1.962443 -0.10 0.23 0.37
O 1.795615 -2.448824 0.917526 0.01 -0.09 0.09
O 2.590300 3.060735 0.632060 0.30 0.08 -0.12
N -0.931158 -1.312763 2.063365 -0.10 -0.17 -0.04
N 0.413480 2.430570 0.696166 -0.35 -0.15 0.07
C 1.465068 3.228416 1.043022 -0.28 0.20 0.35
C -4.891334 1.568353 1.138967 -0.07 0.07 0.05
C 1.074631 4.324016 2.009498 0.25 0.06 -0.07
C 1.515912 -1.632642 1.756266 -0.08 -0.32 0.13
C -4.448633 0.589330 0.265813 -0.02 -0.09 -0.04
C -0.892864 0.020253 1.486835 -0.23 0.01 -0.03
C -0.173713 0.139775 0.151142 0.24 0.28 0.00
C 0.488246 1.329694 -0.175582 0.10 -0.36 -0.30
C 1.217001 1.427856 -1.355240 -0.08 0.04 0.06
C 3.301457 -0.206694 1.131087 0.30 0.00 -0.42
C -2.757828 1.540473 2.231971 0.06 -0.07 -0.04
C 0.570682 -0.788094 -1.935677 -0.07 -0.14 -0.10
C 1.268570 0.366731 -2.238259 -0.06 -0.12 0.01
C 0.310305 -1.725529 2.692133 0.14 0.00 -0.03
C -0.141860 -0.908038 -0.755962 0.04 0.04 -0.18
C -4.042935 2.042944 2.123781 -0.10 0.09 0.02
C -3.162994 0.090183 0.373017 -0.01 0.02 0.03
C -2.304741 0.560028 1.358600 0.10 0.16 0.12
H 0.488101 -1.080851 3.557339 0.00 -0.12 -0.03
H -0.351055 0.632870 2.218563 -0.09 -0.01 -0.14
H -5.894186 1.958831 1.053007 -0.08 0.04 -0.01
H -0.639964 -1.842637 -0.544303 0.03 -0.05 0.02
H 1.923415 4.983392 2.164294 0.00 -0.01 -0.01
H -5.106428 0.213640 -0.503649 -0.06 -0.03 -0.07
H 1.835042 0.440830 -3.153013 0.04 0.00 -0.07
H 4.215717 -0.451881 1.672761 -0.05 -0.02 -0.01
H -0.469626 2.570113 1.165438 0.09 0.13 -0.04
H -4.381649 2.804196 2.811051 -0.03 0.06 0.05
H 0.196618 -2.759433 3.021614 0.11 0.09 -0.02
H -2.106085 1.905178 3.014706 0.10 0.02 0.09
H -1.243771 -2.001291 1.389244 -0.03 0.00 0.09
H 3.247316 -0.798854 0.216586 0.02 0.09 0.06
H 1.749633 2.338546 -1.574007 0.03 0.07 -0.02
H 3.274232 0.858346 0.902783 -0.02 -0.12 0.05
H 0.787466 3.888958 2.964937 -0.06 -0.03 0.08
H -2.826072 -0.665574 -0.319930 0.05 -0.07 -0.12
H 0.236158 4.895428 1.617743 -0.09 0.05 0.01

***

4.
49
Properties=species:S:1:pos:R:3:forces:R:3 method="wB97M-V/def2-TZVPD" spin_multiplicity=2 s2=0.757 e_tot_ev=-146831.476 lumo_energy_ev="-0.9 / -5.8"
As 11.710775 -3.177023 18.818390 1.87 3.31 2.18
Na 9.011821 -5.529803 16.967273 0.41 0.03 0.26
F -0.051189 -8.617730 17.598622 -2.41 -1.00 1.24
F 10.677204 -4.349764 18.006461 -0.45 -0.29 -0.56
F 5.718528 -9.646505 15.526325 0.48 0.12 -0.80
F 11.097804 -1.774040 17.837359 0.44 -1.89 0.57
F 13.009804 -3.391074 17.633565 -1.31 -0.29 0.84
F 0.805653 -8.353022 15.684962 0.22 -0.34 -1.57
F 12.316951 -4.489333 19.870220 -0.79 0.95 -1.25
F 1.929685 -10.256462 18.384774 0.60 -0.29 1.32
F 10.377237 -2.785711 19.945795 0.80 -0.92 -0.93
F 12.753640 -2.033260 19.761856 -1.08 -1.26 -1.18
F 5.978103 -13.349327 12.309797 -0.06 0.19 -1.12
F 9.443568 -8.072235 16.030818 0.49 0.79 0.38
F 9.200211 -8.564875 13.876118 1.02 0.79 -0.37
F 6.507360 -8.085490 17.562457 0.16 -0.29 0.10
F 6.851705 -7.077274 15.681369 0.13 0.05 -0.65
F 8.278759 -11.563021 12.081211 -0.45 -0.83 0.35
F 8.907052 -13.496225 12.884999 -0.41 -0.17 -0.31
F 4.409260 -8.041463 14.759541 0.53 0.12 -0.58
F 0.894829 -10.959419 16.640974 0.63 -0.53 -0.56
F 11.483222 -9.855422 14.865907 0.63 0.30 0.04
F 5.845370 -11.899842 13.917045 -0.22 1.40 -0.13
F 10.324939 -10.832416 16.430006 -0.31 1.05 1.05
O 3.982120 -8.992493 16.720907 0.69 1.37 0.52
O 8.129454 -2.984409 16.827907 3.05 0.43 -1.73
O 6.786526 -4.456109 17.545087 1.02 -4.92 -0.36
O 8.518188 -11.812812 14.312282 -0.42 -0.39 -0.41
O 6.094657 -2.446938 17.597467 1.25 0.17 -1.40
C 5.888350 -7.530379 16.502119 -0.50 0.64 1.53
C 7.037824 -3.330281 17.223179 -3.87 4.06 2.81
C 8.119481 -12.441952 13.117786 -0.93 1.64 1.47
C 1.078176 -8.680511 16.943724 1.26 1.69 0.91
C 6.577172 -12.865695 13.389895 1.84 -1.45 0.71
C 5.002299 -8.557594 15.840222 -2.48 -2.24 0.89
C 9.877169 -11.391631 14.285668 0.30 0.55 -1.58
C 3.095306 -10.034295 16.334215 0.61 -1.58 -1.32
C 10.246712 -10.231233 15.226745 -0.04 -1.06 -1.10
C 9.272100 -9.035374 15.130150 -1.66 -3.12 -0.23
C 1.780955 -10.042642 17.091258 -1.01 2.10 -0.89
H 10.566794 -12.207279 14.503013 -0.09 0.01 0.23
H 6.570168 -13.666098 14.129768 0.53 -0.17 0.09
H 1.609946 -7.843492 17.396204 1.14 -0.25 -0.23
H 3.541209 -11.020355 16.464428 0.33 -0.02 0.44
H 5.294722 -6.698062 16.880189 -0.06 0.14 -0.24
H 5.487718 -3.125929 17.901107 -1.39 0.39 0.66
H 10.073016 -11.048998 13.269620 0.30 0.09 0.03
H 2.887702 -10.028270 15.264180 -0.27 0.49 -0.06
H 8.317952 -9.555310 15.216026 -0.50 0.49 0.97